#A
{"formula": "C5H14NO", "method": "ωB97M-V with the def2-TZVPD basis set", "charge": 1, "homo_lumo_gap_ev": 12.69, "homo_energy_ev": -15.525, "elements": ["H", "H", "H", "H", "H", "H", "C", "N", "C", "H", "O", "H", "C", "C", "H", "H", "H", "H", "H", "H", "C"], "positions_angstrom": [[0.879, 1.306, -1.155], [1.531, -0.722, 2.369], [1.025, 1.381, 1.381], [-0.730, 1.596, -1.717], [0.086, 2.564, -0.612], [1.127, -0.932, 0.043], [0.344, -1.292, 0.740], [-0.853, -0.725, -0.003], [0.144, 0.802, 1.708], [-0.342, 1.417, 2.462], [0.283, -0.911, -3.105], [-1.713, -1.071, 0.404], [-0.705, 0.861, 0.363], [-0.143, 1.503, -0.825], [0.565, -1.795, -3.376], [-1.671, 1.273, 0.679], [0.181, -0.444, -3.959], [-0.080, -1.049, 2.905], [0.397, -2.368, 0.644], [-0.820, -0.777, -1.019], [0.493, -0.616, 2.073]], "mulliken_charge": [0.3693, 0.2903, 0.2978, 0.4370, 0.4228, 0.2991, -0.6143, -0.1715, -0.5948, 0.3915, -0.6029, 0.3599, 0.1600, -1.5165, 0.2993, 0.3120, 0.3066, 0.3174, 0.4744, 0.2552, -0.4926]}

#B
{"formula": "C5H14NO", "method": "ωB97M-V with the def2-TZVPD basis set", "charge": 1, "homo_lumo_gap_ev": 10.12, "homo_energy_ev": -13.378, "elements": ["H", "H", "H", "C", "O", "H", "H", "H", "N", "C", "H", "C", "C", "H", "H", "H", "H", "C", "H", "H", "H"], "positions_angstrom": [[2.734, 0.371, 0.633], [-0.435, -1.374, 2.003], [-1.226, 1.554, 0.844], [-1.153, -0.416, 0.207], [1.313, 0.608, -2.473], [1.556, -0.892, 0.608], [-0.511, 1.352, -0.790], [-2.021, -0.450, 2.205], [1.826, 0.043, 0.326], [-1.376, -1.051, 1.570], [0.682, 0.992, -3.092], [-0.527, 0.994, 0.231], [-1.570, -0.954, -0.920], [-1.359, -0.480, -1.882], [0.620, 0.625, 1.981], [1.247, 1.957, 0.997], [-2.104, -1.865, -1.166], [0.789, 0.970, 0.970], [-1.949, -1.966, 1.397], [1.726, -0.122, -2.947], [1.739, 0.102, -0.702]], "mulliken_charge": [0.3899, 0.3069, 0.3588, 0.9109, -0.6723, 0.4148, 0.3665, 0.3073, -0.0940, -1.2097, 0.3093, -0.5399, -1.0995, 0.1497, 0.4291, 0.3773, 0.3293, -0.9169, 0.3879, 0.3134, 0.1813]}

#C
{"formula": "C5H14NO", "method": "ωB97M-V with the def2-TZVPD basis set", "charge": 1, "homo_lumo_gap_ev": 11.05, "homo_energy_ev": -14.597, "elements": ["C", "H", "H", "H", "H", "H", "H", "C", "C", "C", "N", "O", "H", "H", "H", "H", "H", "H", "H", "H", "C"], "positions_angstrom": [[0.941, -0.353, 0.291], [-0.185, 1.735, -3.406], [-0.350, -2.228, 4.831], [-0.014, -3.677, 4.783], [1.530, -1.526, 1.825], [-1.844, 2.920, -1.642], [1.386, 0.807, -1.897], [-0.928, 2.372, -1.454], [0.132, -0.411, -0.751], [0.427, 0.313, -2.040], [0.671, -1.025, 1.590], [-0.350, -2.968, 4.208], [-1.595, 0.876, -2.796], [-0.902, 2.011, -0.437], [0.436, -0.406, 2.365], [0.581, -0.501, -2.755], [-0.083, -1.721, 1.598], [-0.202, 3.175, -1.499], [-0.624, -1.193, -0.744], [1.604, 0.495, 0.435], [-0.631, 1.304, -2.505]], "mulliken_charge": [-0.2529, 0.3069, 0.3276, 0.3370, 0.3855, 0.3421, 0.3552, -1.0984, -0.3790, -0.7151, -0.2305, -0.6414, 0.3381, 0.2884, 0.3670, 0.3588, 0.3302, 0.3195, 0.3167, 0.3243, -0.3800]}

#D
{"formula": "C5H14NO", "method": "ωB97M-V with the def2-TZVPD basis set", "charge": 1, "homo_lumo_gap_ev": 10.36, "homo_energy_ev": -13.379, "elements": ["H", "H", "H", "C", "H", "H", "H", "H", "H", "C", "H", "H", "C", "N", "C", "H", "H", "H", "O", "C", "H"], "positions_angstrom": [[0.375, 1.813, -2.098], [-0.307, -1.632, -1.561], [-3.401, -1.728, 0.786], [-0.642, -0.695, -1.009], [2.031, 1.688, -1.559], [0.609, 1.951, 0.511], [1.515, -0.515, -0.523], [-1.116, -0.060, -1.779], [2.686, -0.252, 2.707], [-1.470, -1.148, 0.145], [0.737, 0.494, 1.478], [1.548, 0.043, 3.709], [1.129, 1.089, -1.761], [0.313, 0.945, 0.603], [0.642, 0.147, -0.696], [1.369, 0.434, -2.608], [-0.710, 1.000, 0.699], [-1.032, -1.337, 1.120], [1.783, 0.079, 2.773], [-2.813, -1.286, 0.002], [-3.247, -1.030, -0.939]], "mulliken_charge": [0.4405, 0.3298, 0.2985, -0.6048, 0.4383, 0.3791, 0.1764, 0.3874, 0.2889, -0.3058, 0.2927, 0.3051, -1.6654, -0.2635, 0.4363, 0.3879, 0.4548, 0.4037, -0.6273, -0.8284, 0.2760]}

Which of them is most stable, and which least? Most stable: #A; least stable: #C.

#A
{"formula": "C5H8FNS", "method": "ωB97M-V with the def2-TZVPD basis set", "homo_lumo_gap_ev": 8.46, "homo_energy_ev": -8.811, "elements": ["C", "C", "C", "H", "H", "S", "H", "H", "C", "H", "H", "F", "N", "H", "C", "H"], "positions_angstrom": [[1.215, -0.384, -0.390], [0.143, 1.060, 1.183], [-0.721, -1.605, 0.649], [0.668, 1.924, 0.862], [0.190, 0.978, 2.542], [2.595, -1.082, 0.001], [-1.732, 1.069, -1.116], [0.673, -0.067, -2.665], [0.688, 0.455, -1.567], [-1.594, -1.160, 1.043], [-1.047, 1.624, 1.026], [-1.077, -2.152, -0.553], [-0.718, 0.202, -0.925], [-0.122, -2.395, 1.243], [-0.038, -0.223, 0.288], [0.876, 1.754, -1.622]], "mulliken_charge": [-0.4297, -1.2029, -0.5224, 0.3733, 0.2398, -0.2948, 0.3104, 0.2541, -0.2486, 0.3195, 0.2282, -0.2691, -0.6377, 0.2739, 1.3897, 0.2161]}

#B
{"formula": "C5H8FNS", "method": "ωB97M-V with the def2-TZVPD basis set", "smiles": "CNC(=S)/C=C\\CF", "homo_lumo_gap_ev": 8.69, "homo_energy_ev": -8.211, "elements": ["H", "N", "H", "H", "C", "C", "C", "H", "S", "H", "C", "H", "H", "F", "C", "H"], "positions_angstrom": [[-1.560, 2.101, -0.359], [0.326, 1.330, 0.003], [0.398, -1.610, 2.025], [-1.934, -2.129, 1.276], [-1.366, -1.132, 0.812], [-0.153, -0.837, 1.204], [-0.748, 2.157, 0.419], [1.097, 1.988, -0.465], [2.267, -0.469, -0.261], [-1.384, 1.761, 1.241], [0.785, 0.040, 0.302], [-2.934, -0.017, -0.239], [-2.295, -1.766, -0.943], [-0.973, -0.231, -1.352], [-1.964, -0.758, -0.570], [-0.510, 3.116, 0.797]], "mulliken_charge": [0.2715, -0.1851, 0.2278, 0.2095, -0.2296, -0.3876, -0.9506, 0.2617, -0.3444, 0.3051, 0.3542, 0.2039, 0.3431, -0.2529, -0.2336, 0.4071]}

#C
{"formula": "C5H8FNS", "method": "ωB97M-V with the def2-TZVPD basis set", "homo_lumo_gap_ev": 8.44, "homo_energy_ev": -8.154, "elements": ["C", "F", "N", "C", "H", "H", "H", "H", "H", "C", "H", "H", "H", "S", "C", "C"], "positions_angstrom": [[-0.407, 0.624, 1.163], [0.587, 1.764, -0.879], [-0.275, -0.569, -1.322], [-0.689, 1.446, -0.123], [1.812, 0.751, 2.218], [-1.198, 0.818, 1.933], [-1.059, -2.495, -1.019], [-1.425, 2.207, -0.227], [1.222, -0.854, 1.646], [-0.183, -1.890, -1.516], [1.670, 0.507, 0.643], [-2.078, -0.281, -0.208], [0.953, 0.304, -1.464], [1.013, -2.764, -2.233], [1.055, 0.332, 1.536], [-0.998, 0.096, -0.146]], "mulliken_charge": [0.0098, -0.3526, -0.3474, -0.2359, 0.3780, 0.3530, 0.2244, 0.3757, 0.2320, -0.0843, 0.2046, 0.3711, 0.4232, -0.3190, -0.9907, -0.2420]}

Which of them is most stable, and which least? Most stable: #B; least stable: #A.

#A
{"formula": "C26H23Cl2N10NaO2", "method": "ωB97M-V with the def2-TZVPD basis set", "charge": -2, "homo_lumo_gap_ev": 5.75, "homo_energy_ev": -2.162, "elements": ["C", "C", "H", "C", "H", "C", "N", "C", "N", "N", "H", "H", "C", "C", "N", "H", "N", "C", "H", "N", "Cl", "H", "C", "C", "O", "N", "H", "H", "H", "N", "H", "Cl", "H", "C", "C", "C", "O", "H", "H", "H", "C", "C", "C", "H", "C", "C", "H", "C", "C", "C", "C", "C", "Na", "N", "H", "H", "N", "C", "C", "C", "H", "H", "H", "H"], "positions_angstrom": [[-1.698, 1.612, -3.368], [4.097, -5.563, 4.122], [2.524, 0.414, 2.423], [2.461, -0.645, 2.161], [-1.257, -0.726, 3.613], [-2.225, 3.848, -4.978], [0.407, 2.863, 0.837], [4.111, -7.056, 2.191], [-0.448, -1.654, -1.073], [4.291, -5.383, 5.249], [-1.232, 4.982, -3.467], [-2.697, -3.088, -3.077], [-1.428, -1.798, -1.973], [-2.087, -0.584, -2.620], [-2.278, 0.354, 0.572], [-3.274, 0.069, 2.461], [-0.652, 2.994, -1.700], [0.378, 4.034, 0.196], [-2.731, -0.444, 0.143], [2.573, -0.761, 0.707], [-3.486, 2.353, -6.895], [0.272, -4.885, -0.510], [-1.879, -3.056, -2.372], [-2.382, 1.494, -4.581], [-0.120, 5.277, -1.733], [4.310, -8.102, 1.736], [-2.727, 0.522, -4.898], [-2.730, 1.189, 0.220], [-1.600, -5.177, -2.174], [0.033, -0.483, 2.000], [3.311, -0.162, 0.362], [-2.534, 5.267, -5.956], [1.613, 6.072, 2.604], [3.866, -5.784, 2.749], [-1.278, 2.910, -2.943], [0.839, 2.832, 2.097], [-3.235, -0.774, -3.074], [2.830, -1.718, 0.479], [1.067, -1.005, 3.733], [0.815, 1.854, 2.567], [-2.285, 0.285, 2.029], [-0.177, 4.133, -1.233], [-1.276, -4.190, -1.862], [1.614, 3.870, 3.807], [3.401, -4.734, 1.938], [-1.553, 4.002, -3.776], [-1.962, 1.259, 2.404], [-0.248, -4.043, -0.947], [1.276, 3.954, 2.782], [0.119, -2.758, -0.581], [-1.292, -0.764, 2.520], [0.815, 5.211, 0.807], [-0.120, 0.933, -0.601], [-1.328, 0.496, -2.620], [-1.654, -1.771, 2.250], [0.908, -2.626, 0.148], [3.019, -3.867, 1.273], [1.271, 5.169, 2.110], [1.126, -1.183, 2.654], [-2.638, 2.594, -5.382], [0.046, -0.736, 1.024], [1.089, -2.273, 2.508], [0.768, 6.120, 0.226], [3.260, -1.174, 2.696]], "mulliken_charge": [0.0254, 0.2004, 0.4953, -0.7927, 0.4604, 0.1022, 0.1199, 0.2256, 0.2625, -0.5410, 0.6846, 0.4701, 0.3115, -0.0318, -0.3260, 0.3745, 0.0199, 0.5763, 0.1662, -0.3448, -0.2770, 0.4863, -0.7547, -0.3957, -0.8650, -0.5476, 0.5288, 0.2474, 0.3932, 0.9249, 0.2479, -0.2748, 0.3785, -0.1172, -0.1186, -0.3734, -0.7990, 0.1511, 0.3997, 0.6470, -0.8734, 0.0493, -0.2884, 0.4252, 0.1925, -0.8826, 0.3206, -1.0502, -1.2150, -0.1115, -0.7518, -0.6888, 0.9800, -0.3198, 0.3228, 0.3790, -0.4441, -0.2361, -0.8628, 0.0251, -0.5770, 0.4539, 0.4536, 0.3593]}

#B
{"formula": "C26H23Cl2N10NaO2", "method": "ωB97M-V with the def2-TZVPD basis set", "charge": -2, "homo_lumo_gap_ev": 5.48, "homo_energy_ev": -1.922, "elements": ["H", "C", "C", "C", "H", "Cl", "H", "H", "N", "N", "C", "C", "H", "H", "C", "C", "C", "C", "O", "H", "Cl", "C", "C", "Na", "C", "H", "H", "C", "H", "H", "C", "O", "N", "C", "H", "H", "C", "H", "C", "H", "C", "C", "N", "H", "C", "H", "N", "H", "H", "C", "C", "H", "C", "N", "C", "H", "H", "C", "N", "C", "N", "H", "N", "N"], "positions_angstrom": [[-0.901, -4.204, 3.829], [4.040, 4.343, -3.373], [-0.838, 0.863, -2.824], [-2.110, -2.885, 1.896], [2.729, -2.596, 0.731], [-6.053, -3.331, -3.602], [2.715, -0.720, 2.443], [1.907, 1.521, 3.011], [-1.372, 1.995, -2.364], [3.147, 2.098, -0.866], [0.480, -1.300, 4.885], [0.544, 3.193, -3.186], [0.501, 2.757, -0.191], [1.380, 0.674, 0.282], [1.106, 2.007, -3.642], [-3.048, -1.763, -1.432], [0.397, 0.836, -3.476], [-0.111, -0.513, 3.914], [-1.729, -1.037, -3.834], [1.053, 4.140, -3.310], [-6.263, -4.943, -0.837], [0.218, -2.665, 4.864], [-5.039, -3.716, -1.090], [-0.895, -0.186, 0.381], [-4.947, -3.024, -2.280], [0.073, 0.555, 3.897], [0.758, -0.111, -3.853], [0.408, 2.560, 1.865], [2.076, 2.013, -4.125], [-4.203, -4.012, 0.850], [-4.140, -3.453, -0.069], [-2.593, -3.996, 2.209], [-0.908, -0.983, 2.955], [4.281, 4.096, -2.006], [-1.013, 2.979, 0.408], [3.413, -0.255, 0.882], [-1.646, -0.424, -2.751], [0.639, 3.587, 2.179], [1.930, -1.845, 0.784], [1.957, -1.346, -1.229], [5.142, 4.938, -1.274], [3.659, 3.001, -1.380], [1.455, 0.464, 1.272], [-1.167, 4.035, -2.208], [-3.138, -2.484, -0.201], [0.664, -3.325, 5.600], [5.850, 5.631, -0.674], [2.531, 2.274, 1.539], [-3.887, -1.549, -3.388], [-1.170, -2.290, 2.944], [-0.627, -3.161, 3.894], [-0.339, 2.162, 2.558], [2.480, -0.551, 1.387], [-2.245, -2.139, 0.816], [1.682, 1.717, 1.958], [1.128, -0.855, 5.630], [1.157, -2.233, 1.449], [-3.959, -2.069, -2.447], [-2.122, -0.728, -1.551], [-0.691, 3.126, -2.567], [1.292, -1.564, -0.499], [0.681, -2.307, -0.812], [3.837, 4.541, -4.496], [-0.155, 2.458, 0.524]], "mulliken_charge": [0.4384, 0.2014, 0.6062, -0.1642, 0.3993, -0.2772, 0.4035, 0.4876, -0.4240, -0.4007, -0.8441, -0.2589, 0.0123, 0.1483, -0.4368, 0.0615, -0.5962, -0.1564, -0.7574, 0.3858, -0.2773, -0.4073, 0.1010, 0.8593, -0.0445, 0.4960, 0.4894, -0.7054, 0.4291, 0.5883, -0.7735, -0.8315, -0.1042, -0.0496, 0.2682, 0.2994, 0.1321, 0.3963, -0.1652, 0.1944, 0.1880, 0.3466, 0.4917, 0.3746, -0.1060, 0.3875, -0.6133, 0.3433, 0.5218, 0.5508, -0.4233, 0.4246, -1.0453, -0.0831, -1.1657, 0.4205, -0.0607, -0.3586, -0.2637, -0.5606, -0.4223, 0.2092, -0.5846, -0.2948]}

Which of them is most stable, and which least? Most stable: #A; least stable: #B.